# 1
Computed, not measured: a structure of composition C36H36GeN5O3S3Sn in a non-equilibrium geometry, with ωB97M-V with the def2-TZVPD basis set.

Each line ends with the Löwdin spin population.
CARTESIAN COORDINATES (ANGSTROEM)
Sn -0.28377 2.41299 0.20347  0.2910
C -4.11326 4.95142 0.03275  0.0001
C -2.74250 4.40892 0.23473  -0.0005
N -2.15662 3.62926 -0.60623  -0.0143
N -2.71979 3.42659 -1.80508  0.0180
C -2.03573 2.80891 -2.71767  0.0289
N -2.55596 2.70192 -3.94455  0.0144
S -0.46107 2.09156 -2.47883  0.3571
C -1.92493 4.82759 1.37976  0.0039
C -2.44344 5.52150 2.46121  0.0020
C -1.57394 5.99735 3.43313  -0.0010
C -0.21501 5.79502 3.28559  0.0014
C 0.22682 5.06939 2.19024  0.0042
N -0.60551 4.58907 1.27572  0.0584
H -4.52174 4.56750 -0.89540  0.0003
H -4.75992 4.64762 0.85872  0.0000
H -4.10401 6.04191 0.00446  0.0000
H -3.44277 3.13588 -4.14513  0.0021
H -2.01257 2.30882 -4.69332  0.0035
H -3.50971 5.67013 2.55187  0.0004
H -1.96170 6.52441 4.29408  0.0000
H 0.49472 6.17233 4.00538  0.0003
H 1.27973 4.86775 2.03549  0.0013
O 0.79674 3.27898 4.55797  -0.0003
S 0.67560 2.00783 3.92731  0.0068
O 1.85416 1.35859 3.42944  0.0011
N -0.36380 2.09026 2.60435  0.0893
C -1.30375 1.18988 2.67779  0.0156
S -2.20398 0.87963 1.27369  0.0591
C -1.41089 0.50359 3.96592  0.0059
C -2.38073 -0.38867 4.39512  0.0026
C -2.29614 -0.87136 5.69497  0.0001
C -1.27193 -0.46797 6.54404  0.0026
C -0.28585 0.41640 6.10964  0.0002
C -0.37327 0.87903 4.81905  0.0049
H -3.18890 -0.67488 3.73471  0.0006
H -3.04685 -1.56006 6.05734  0.0000
H -1.24004 -0.83832 7.55925  0.0002
H 0.50735 0.73802 6.77092  0.0000
C 3.06110 -1.42894 0.72388  0.0005
C 2.01547 -1.54319 1.83688  0.0000
C 0.71245 -1.49833 1.04918  0.0003
O 0.98887 -0.70304 -0.15111  0.0114
C 2.41568 -0.39048 -0.17087  0.0072
H 3.16174 -2.37746 0.19187  0.0002
H 4.03879 -1.11574 1.08193  0.0001
H 2.08826 -0.68974 2.50918  0.0000
H 2.09800 -2.46215 2.41280  0.0000
H -0.10706 -1.03242 1.59238  0.0000
H 0.41198 -2.50074 0.73826  0.0000
H 2.54823 0.61364 0.24303  0.0081
H 2.76718 -0.41021 -1.19938  0.0000
C -1.82640 -1.38205 -1.43926  -0.0001
Ge 0.04242 -1.73495 -1.92355  -0.0001
C 0.59083 -0.87697 -3.60849  0.0051
C 1.74125 -0.13251 -3.84327  0.0040
C 2.00686 0.34668 -5.11645  0.0009
C 1.12911 0.08705 -6.15934  0.0000
C -0.02973 -0.63897 -5.92240  0.0000
C -0.30239 -1.11888 -4.64978  0.0019
C 0.52801 -3.58616 -1.52542  0.0000
C -0.49776 -4.38609 -1.07122  0.0000
C -0.29649 -5.75725 -0.84628  0.0000
C 0.93527 -6.30894 -1.07426  0.0000
C 2.00891 -5.52470 -1.55544  0.0000
C 3.27847 -6.09311 -1.81246  0.0000
C 4.30989 -5.32412 -2.27504  0.0000
C 4.11462 -3.95043 -2.51118  0.0000
C 2.89533 -3.37594 -2.27799  0.0001
C 1.80953 -4.13798 -1.79142  0.0000
H -2.45938 -1.91041 -2.15433  0.0000
H -2.04244 -0.31776 -1.50392  0.0001
H -2.06388 -1.72432 -0.43384  0.0000
H 2.42195 0.11114 -3.03816  0.0000
H 2.90534 0.92245 -5.29311  0.0000
H 1.34538 0.45540 -7.15273  0.0000
H -0.72211 -0.83862 -6.72945  0.0000
H -1.21701 -1.67703 -4.47852  0.0000
H -1.48057 -3.96910 -0.88695  0.0000
H -1.11679 -6.36588 -0.49184  0.0000
H 1.10820 -7.36138 -0.88814  0.0000
H 3.40966 -7.15443 -1.64459  0.0000
H 5.27513 -5.77002 -2.47069  0.0000
H 4.93572 -3.35329 -2.88495  0.0000
H 2.73738 -2.32143 -2.48541  0.0001

maximum force = 1.79 eV Å⁻¹
total charge = +2
E_LUMO (alpha / beta) = -5.60 / -8.14 eV
spin multiplicity = 2
Kohn-Sham gap (alpha / beta) = 7.257 / 4.719 eV
E_tot = -146348.642 eV

***

# 2
Computed, not measured: a structure of composition C36H37BCl2DyGeN12O in a non-equilibrium geometry, with ωB97M-V with the def2-TZVPD basis set.

Each line ends with the Löwdin spin population.
CARTESIAN COORDINATES (ANGSTROEM)
Dy 0.37304 -0.15584 0.44435  5.1000
C -0.82016 -3.41754 3.04325  0.0009
C -0.79746 -2.95734 1.75225  0.0064
N -0.52996 -1.64044 1.76405  0.0028
N -0.38106 -1.23354 3.02185  0.0005
C -0.55556 -2.31504 3.82255  0.0016
B -0.06616 0.26956 3.40635  -0.0013
N -1.04006 1.19256 2.61095  0.0007
C -1.99206 2.01746 3.10135  0.0012
C -2.62166 2.63846 2.04725  -0.0008
C -2.00546 2.14476 0.92005  -0.0017
N -1.05216 1.26836 1.28695  -0.0328
N 1.41154 0.62036 3.00835  -0.0008
C 2.43814 0.85996 3.85555  0.0006
C 3.56574 1.14166 3.11965  0.0004
C 3.16534 1.06236 1.80645  0.0014
N 1.85804 0.74656 1.76345  -0.0065
N -0.25326 0.56386 4.93745  0.0001
C -0.02236 1.76216 5.52105  0.0000
C -0.30376 1.66506 6.86335  0.0000
C -0.71436 0.36516 7.04645  0.0000
N -0.67826 -0.27924 5.86505  0.0000
H -1.00246 -4.43024 3.37675  0.0001
H -0.96246 -3.54204 0.85735  0.0007
H -0.49056 -2.35894 4.89375  0.0001
H -2.23136 2.16446 4.14495  0.0000
H -3.42916 3.35666 2.09415  -0.0003
H -2.23716 2.40426 -0.10405  -0.0001
H 2.39064 0.82736 4.93525  0.0000
H 4.55384 1.37396 3.49325  0.0000
H 3.78554 1.22346 0.93525  0.0000
H 0.32674 2.64866 5.00605  0.0000
H -0.22276 2.44236 7.61105  0.0000
H -1.02306 -0.08484 7.98025  0.0000
Cl 4.60154 -2.32534 2.66215  -0.0002
C 2.89034 -2.66084 2.94965  -0.0045
Cl 1.86194 -1.64474 1.93325  -0.0235
H 2.66044 -2.46214 3.99925  -0.0009
H 2.69044 -3.71044 2.72095  0.0001
C -1.58926 -3.51944 -0.31245  0.0446
Ge -1.29696 -1.82584 -1.22565  0.1765
C -3.00036 -0.97864 -1.49525  0.0251
C -3.97706 -1.60524 -2.27925  0.0062
C -5.21616 -0.98814 -2.47835  0.0021
C -5.48086 0.25496 -1.89465  -0.0004
C -4.50626 0.88166 -1.11145  -0.0001
C -3.26656 0.26586 -0.91125  0.0013
C -0.44206 -2.07004 -2.95065  0.0410
C -0.15916 -3.38044 -3.36265  0.0287
C 0.44784 -3.62664 -4.59335  0.0002
C 0.78354 -2.56914 -5.43565  0.0265
C 0.51464 -1.24844 -5.05165  0.0010
C 0.85644 -0.18774 -5.90545  0.0054
C 0.59364 1.12986 -5.53035  -0.0038
C -0.00976 1.40106 -4.30295  0.0050
C -0.35646 0.35766 -3.44115  -0.0020
C -0.10316 -0.98374 -3.79845  0.0091
H -2.24446 -4.16644 -0.93125  0.0066
H -2.07786 -3.32964 0.66505  0.0000
H -0.61566 -4.02444 -0.14635  0.0003
H -3.77786 -2.56714 -2.73455  0.0002
H -5.97046 -1.47274 -3.08465  0.0003
H -6.43996 0.73206 -2.04925  0.0000
H -4.71146 1.84376 -0.66025  0.0000
H -2.51626 0.75666 -0.30445  0.0005
H -0.40996 -4.22164 -2.73135  0.0018
H 0.65844 -4.64434 -4.89625  -0.0003
H 1.25414 -2.78344 -6.38805  0.0015
H 1.32714 -0.37834 -6.86285  0.0003
H 0.85954 1.94356 -6.19275  -0.0004
H -0.20986 2.42566 -4.01665  0.0004
H -0.81866 0.61786 -2.50095  0.0018
C 1.71274 4.63896 -2.18695  -0.0002
N 2.13184 3.27216 -1.94105  -0.0017
C 3.27214 2.77966 -2.52725  -0.0021
C 3.65834 1.52236 -2.31935  -0.0036
C 2.78714 0.71926 -1.43845  -0.0066
N 1.70694 1.17806 -0.88955  -0.0206
C 1.32144 2.47766 -1.12135  -0.0011
O 0.29574 2.93206 -0.61735  0.0001
N 3.11704 -0.57924 -1.16355  -0.1087
H 2.45624 5.18886 -2.77145  0.0000
H 1.56304 5.14866 -1.22965  -0.0001
H 0.76174 4.62576 -2.72905  0.0000
H 3.84184 3.44706 -3.16535  -0.0003
H 4.53894 1.08406 -2.76445  -0.0001
H 4.10274 -0.79724 -1.09335  -0.0048
H 2.57234 -0.94914 -0.38955  -0.0410
N -1.63996 1.85716 -1.56865  0.0064
C -0.99726 1.21446 -0.92595  -0.0091
H 1.55734 -1.34014 -0.73995  -0.2299

maximum force = 6.43 eV Å⁻¹
total charge = +1
E_LUMO (alpha / beta) = -4.87 / -4.41 eV
spin multiplicity = 6
Kohn-Sham gap (alpha / beta) = 5.108 / 5.648 eV
E_tot = -164164.187 eV